No. 1
DFT (ωB97M-V/def2-TZVPD) results for a molecular structure, C24H30N2O5 in a non-equilibrium geometry.

Atoms and positions in Å:
C (-4.9587, -3.6150, -1.9361)
H (-4.5720, -4.4060, -2.7276)
O (-3.7116, -3.2934, -1.2549)
C (-3.8786, -2.4478, -0.2968)
C (-5.0317, -1.8256, -0.1346)
C (-5.0516, -0.7672, 1.0542)
C (-3.9222, -0.5782, 1.8871)
C (-2.7412, -1.2118, 1.3150)
C (-2.8186, -2.1798, 0.3651)
H (-1.8640, -2.8601, 0.2287)
H (-1.8611, -0.8827, 2.0080)
C (-3.8637, 0.7686, 2.6140)
H (-4.6173, 0.4913, 3.2483)
H (-2.8517, 0.6467, 3.3813)
C (-3.7070, 2.0033, 1.8491)
N (-2.6719, 2.0311, 1.1638)
C (-2.7498, 1.7318, -0.2378)
O (-3.9207, 1.7849, -0.7212)
C (-1.3990, 1.9424, -1.1803)
C (-0.6549, 0.6840, -0.6296)
H (-0.3523, 0.7005, 0.2048)
H (-1.3038, -0.1958, -0.7147)
C (0.6181, 0.7226, -1.5795)
N (1.2839, 1.9027, -1.3462)
C (2.5187, 2.1937, -1.1018)
O (3.0033, 3.1494, -0.5356)
C (3.3563, 0.6201, -0.6105)
C (3.7431, 0.1045, -1.6616)
C (4.4869, -1.1529, -1.2662)
C (5.1112, -1.3668, -0.0367)
C (4.7382, -0.3271, 0.8848)
C (3.8436, 0.5916, 0.5418)
H (3.6399, 1.3659, 1.4561)
O (5.2636, -0.8344, 2.1235)
C (5.0080, 0.1198, 3.2078)
H (5.4183, 1.4021, 2.9994)
H (5.6438, -0.1873, 3.8746)
H (3.9784, 0.2305, 3.7401)
O (5.9026, -2.2909, 0.2583)
C (6.2280, -3.1027, -0.6599)
H (5.5821, -3.8605, -1.0255)
H (6.7488, -2.6447, -1.3157)
H (6.9156, -3.9719, -0.2260)
H (4.7894, -1.9113, -2.1642)
H (3.2354, 0.1646, -2.7046)
C (0.7181, 2.9537, -1.8845)
C (-0.6023, 3.0152, -0.9524)
H (-0.2421, 3.1389, 0.0773)
H (-1.2551, 4.0732, -1.4125)
H (0.1401, 2.9996, -2.8755)
H (1.2258, 3.9427, -1.7901)
H (0.3498, 0.5126, -2.7328)
H (1.4551, -0.1591, -1.4391)
H (-1.7583, 1.6386, -2.0586)
H (-1.5533, 1.9413, 1.5348)
H (-4.5633, 2.2598, 1.5999)
H (-3.6155, 2.7790, 2.6242)
H (-5.9551, -0.0794, 1.2612)
H (-5.9508, -1.6902, -0.5012)
H (-5.1549, -2.7298, -2.2829)
H (-5.7919, -4.0341, -1.5058)

Values from the calculation:
- LUMO energy: 0.39 eV
- E_tot: -1417.46992 hartree
- Gap between HOMO and LUMO: 0.3158 Eh
- HOMO level: -8.2 eV

Atom charges from the Löwdin analysis, given in e for atoms 1 to 6: atom 1 (C): -0.022, atom 2 (H): 0.148, atom 3 (O): -0.030, atom 4 (C): -0.481, atom 5 (C): 0.046, atom 6 (C): 0.054

=====

No. 2
DFT (ωB97M-V/def2-TZVPD) results for a molecular structure, C24H30N2O6S in a non-equilibrium geometry.

Atoms and positions in Å:
C (-3.5384, -4.5799, -0.6524)
C (-3.0028, -3.1771, -1.1025)
H (-2.1618, -2.7598, -0.4945)
H (-2.8159, -3.1277, -2.1768)
O (-4.2015, -2.4104, -1.0968)
C (-4.4950, -1.8394, 0.3257)
O (-3.9182, -2.2214, 1.4219)
C (-5.5988, -0.7136, 0.1809)
C (-5.3849, 0.2851, 1.3486)
H (-4.8623, -0.3284, 2.2773)
H (-6.3302, 0.9058, 1.7870)
C (-4.4747, 1.4604, 0.8591)
N (-3.5519, 0.6923, -0.2497)
C (-2.2466, 0.6553, -0.1229)
O (-1.7599, 0.0698, -1.2896)
C (-1.4833, 0.8318, 1.1992)
N (-0.0696, 1.1874, 0.7138)
C (1.0020, 0.4890, 0.5988)
C (1.1292, -0.5871, -0.1853)
C (2.1589, -1.3806, -0.1233)
C (3.3426, -0.9326, 0.1632)
C (3.2914, 0.4111, 1.0338)
C (2.2360, 1.1557, 1.0655)
H (2.1843, 2.0606, 1.6546)
H (4.3337, 0.8747, 1.0332)
O (4.5734, -1.7151, 0.1462)
C (5.7496, -1.3837, -0.0131)
C (6.0131, 0.1237, -0.7715)
C (7.1943, 0.3685, -0.8074)
C (8.3729, -0.3407, -0.3152)
C (8.1127, -1.3556, 0.2743)
C (6.7779, -1.9418, 0.3881)
H (6.6378, -2.7826, 1.0845)
H (8.9052, -2.1541, 0.7153)
H (9.3157, -0.0150, -0.5256)
H (7.4930, 1.5100, -1.4471)
H (5.1750, 0.5138, -1.3403)
H (2.1857, -2.3714, -0.4598)
H (0.0886, -1.0181, -0.5347)
S (-0.2524, 2.8335, -0.2161)
O (0.9858, 3.5184, 0.2682)
O (-1.6233, 3.2752, -0.0399)
C (0.1696, 2.1036, -1.9534)
H (-0.4254, 1.1660, -2.1879)
H (1.2070, 1.9279, -2.0656)
H (0.2368, 2.9166, -2.6579)
C (-1.2345, -0.4414, 2.0563)
H (-0.5739, -0.2204, 2.9132)
H (-0.8412, -1.0941, 1.4119)
H (-2.4410, -0.5540, 2.3961)
H (-1.8176, 1.7632, 1.5601)
C (-4.3335, 0.7341, -1.3983)
C (-5.5121, 0.0817, -1.1191)
H (-5.9108, -0.7427, -1.7254)
H (-6.3725, 0.6983, -0.8009)
H (-4.4719, 1.7635, -1.6090)
H (-3.7897, 0.0096, -2.0907)
H (-5.0191, 2.2290, 0.6426)
H (-3.7186, 1.8076, 1.8025)
H (-6.3459, -1.3158, 0.7919)
H (-4.3844, -4.9479, -1.4218)
H (-3.8065, -4.6369, 0.4072)
H (-2.7232, -5.2633, -0.9894)

Values from the calculation:
- LUMO energy: 0.31 eV
- E_tot: -1891.04029 hartree
- Gap between HOMO and LUMO: 0.3011 Eh
- HOMO level: -7.9 eV

Atom charges from the Löwdin analysis, given in e for atoms 1 to 6: atom 1 (C): -0.078, atom 2 (C): -0.255, atom 3 (H): 0.120, atom 4 (H): 0.120, atom 5 (O): -0.114, atom 6 (C): -0.194

=====

No. 3
DFT (ωB97M-V/def2-TZVPD) results for C24H30N4O in the gas phase.

Atoms and positions in Å:
C (-7.5495, -0.1277, 0.3432)
C (-6.1470, 0.0562, -0.1516)
C (-5.5923, 1.3202, -0.2900)
C (-4.2899, 1.4780, -0.7314)
C (-3.5104, 0.3753, -1.0500)
C (-2.0829, 0.5336, -1.5020)
N (-1.1663, 0.0176, -0.4884)
C (0.1937, -0.1787, -0.9741)
C (0.9787, 1.1338, -1.1021)
N (1.0381, 1.8728, 0.1446)
C (2.0394, 1.4057, 1.1006)
C (3.4149, 1.5367, 0.5373)
C (4.1615, 2.6720, 0.3862)
C (5.3764, 2.3154, -0.2394)
C (5.3252, 0.9752, -0.4721)
N (4.1317, 0.4869, -0.0012)
C (3.7462, -0.8470, -0.1115)
C (4.1423, -1.6048, -1.2183)
C (3.7376, -2.9236, -1.2916)
C (2.9493, -3.4493, -0.2773)
C (2.6060, -2.6157, 0.7728)
N (2.9964, -1.3561, 0.8590)
C (-0.2956, 2.0545, 0.6830)
C (-1.1869, 0.7903, 0.7598)
C (-0.8693, -0.1159, 1.9586)
C (-1.8809, -1.2600, 2.0768)
O (-1.7094, -2.2273, 1.0752)
C (-4.0670, -0.8920, -0.9196)
C (-5.3647, -1.0475, -0.4743)
H (-8.0866, 0.8175, 0.3551)
H (-7.5394, -0.5302, 1.3563)
H (-8.0893, -0.8314, -0.2880)
H (-6.1822, 2.1932, -0.0486)
H (-3.8777, 2.4731, -0.8312)
H (-1.9249, -0.0604, -2.4081)
H (-1.8928, 1.5888, -1.7518)
H (0.7046, -0.8423, -0.2720)
H (0.1498, -0.6874, -1.9406)
H (1.9924, 0.9353, -1.4518)
H (0.4922, 1.7805, -1.8413)
H (1.9623, 2.0605, 1.9733)
H (1.8913, 0.3715, 1.4288)
H (3.8673, 3.6555, 0.6935)
H (6.1880, 2.9727, -0.4814)
H (6.0656, 0.3223, -0.8899)
H (4.7311, -1.1605, -2.0049)
H (4.0245, -3.5324, -2.1368)
H (2.6072, -4.4709, -0.3048)
H (1.9859, -2.9627, 1.5888)
H (-0.2187, 2.5051, 1.6739)
H (-0.7952, 2.7786, 0.0271)
H (-2.2197, 1.1347, 0.8975)
H (0.1237, -0.5547, 1.8735)
H (-0.9005, 0.4866, 2.8678)
H (-1.7504, -1.7799, 3.0304)
H (-2.9040, -0.8513, 2.0420)
H (-1.6509, -1.7298, 0.2399)
H (-3.4776, -1.7619, -1.1682)
H (-5.7802, -2.0400, -0.3748)

Values from the calculation:
- LUMO energy: 0.79 eV
- E_tot: -1226.78585 hartree
- Gap between HOMO and LUMO: 0.3079 Eh
- SMILES: Cc1ccc(CN2CCN(Cc3cccn3-c3ccccn3)C[C@@H]2CCO)cc1
- HOMO level: -7.6 eV

Atom charges from the Löwdin analysis, given in e for atoms 1 to 6: atom 1 (C): -0.054, atom 2 (C): -0.283, atom 3 (C): -0.043, atom 4 (C): -0.044, atom 5 (C): -0.225, atom 6 (C): -0.140

=====

No. 4
DFT (ωB97M-V/def2-TZVPD) results for C24H30N4O2 in the gas phase.

Atoms and positions in Å:
C (-5.0232, -1.8061, -2.9524)
C (-5.0867, -1.9882, -1.4666)
C (-5.0909, -3.2543, -0.9007)
C (-5.1627, -3.4054, 0.4743)
C (-5.2335, -2.2995, 1.2958)
C (-5.2345, -1.0233, 0.7368)
O (-5.2912, 0.0179, 1.6322)
C (-5.4287, 1.3239, 1.1262)
C (-4.1767, 1.8674, 0.4173)
O (-4.2601, 2.7571, -0.4027)
N (-3.0486, 1.2596, 0.8412)
C (-1.7184, 1.4453, 0.4362)
C (-1.3661, 2.4456, -0.4803)
C (-0.0553, 2.6282, -0.8698)
C (0.9007, 1.7899, -0.3221)
C (0.5551, 0.7752, 0.6003)
C (-0.7660, 0.5991, 0.9849)
N (1.6868, 0.1009, 0.9741)
C (2.6705, 0.6631, 0.3284)
C (4.0741, 0.1968, 0.4166)
C (4.4246, -0.6779, -0.8182)
N (5.7293, -1.2688, -0.8770)
C (6.8668, -0.4024, -1.0876)
C (7.5659, 0.0625, 0.1975)
C (7.9452, -1.1519, 1.0394)
C (6.6964, -1.9801, 1.3267)
C (6.0234, -2.3758, 0.0058)
N (2.2639, 1.6979, -0.4758)
C (3.0512, 2.5392, -1.3301)
C (-5.1587, -0.8725, -0.6398)
H (-6.0288, -1.6794, -3.3548)
H (-4.5743, -2.6729, -3.4311)
H (-4.4463, -0.9205, -3.2089)
H (-5.0342, -4.1253, -1.5365)
H (-5.1625, -4.3937, 0.9090)
H (-5.2892, -2.3962, 2.3685)
H (-6.2837, 1.4112, 0.4456)
H (-5.6205, 1.9549, 2.0003)
H (-3.1791, 0.5274, 1.5301)
H (-2.1409, 3.0759, -0.8822)
H (0.2034, 3.3999, -1.5787)
H (-1.0348, -0.1743, 1.6876)
H (4.1609, -0.4020, 1.3216)
H (4.7569, 1.0460, 0.4791)
H (4.3040, -0.0699, -1.7213)
H (3.6924, -1.4894, -0.8644)
H (6.5463, 0.4577, -1.6803)
H (7.5963, -0.9670, -1.6836)
H (8.4561, 0.6367, -0.0669)
H (6.9075, 0.7109, 0.7778)
H (8.4148, -0.8349, 1.9730)
H (8.6659, -1.7620, 0.4892)
H (6.9589, -2.8847, 1.8781)
H (6.0088, -1.3992, 1.9432)
H (5.0973, -2.9193, 0.2006)
H (6.7039, -3.0464, -0.5359)
H (2.9352, 2.2471, -2.3780)
H (4.1029, 2.4702, -1.0594)
H (2.7268, 3.5757, -1.2208)
H (-5.1440, 0.1077, -1.0916)

Values from the calculation:
- LUMO energy: 0.68 eV
- E_tot: -1302.08072 hartree
- Gap between HOMO and LUMO: 0.3132 Eh
- SMILES: Cc1cccc(OCC(=O)Nc2ccc3c(c2)nc(CCN2CCCCC2)n3C)c1
- HOMO level: -7.8 eV

Atom charges from the Löwdin analysis, given in e for atoms 1 to 6: atom 1 (C): -0.046, atom 2 (C): -0.270, atom 3 (C): -0.059, atom 4 (C): -0.078, atom 5 (C): -0.015, atom 6 (C): -0.261